(1)
Computed, not measured: a structure of composition C2H30O13, with ωB97M-V with the def2-TZVPD basis set.

Positions of all 45 atoms, in Å:
O  -9.46338  -4.32572  6.71380
H  -8.52668  -4.50775  6.63840
H  -9.56732  -3.44720  6.34825
O  -11.67922  -1.74283  4.75757
H  -11.01103  -1.11482  5.03207
H  -11.67091  -2.41522  5.43878
O  -12.74604  -5.62886  8.00876
H  -12.53339  -6.41376  8.51368
H  -12.20266  -5.69416  7.22346
O  -11.84818  -3.64613  5.94476
H  -11.56681  -3.69060  6.85860
H  -11.81854  -4.55308  5.64013
O  -12.49700  -5.85504  4.97184
H  -11.68375  -5.87573  5.47624
H  -12.58823  -6.74333  4.62708
O  -9.59872  -2.25515  6.04865
H  -9.97679  -2.16471  6.92336
H  -8.95806  -1.54642  5.98965
O  -11.86883  -3.47735  8.28167
H  -12.01478  -3.32705  9.21565
H  -12.24046  -4.34398  8.11711
O  -14.51285  -5.50604  6.15325
H  -13.62033  -5.37083  5.83488
H  -14.44271  -6.24504  6.75756
O  -10.84504  -5.87598  6.53190
H  -10.20960  -5.16070  6.56078
H  -10.31280  -6.67108  6.55949
O  -13.95657  -3.57626  5.14234
H  -13.04908  -3.65470  5.43651
H  -14.44636  -4.16650  5.71500
O  -10.92367  -1.65851  7.52873
H  -11.51102  -2.41100  7.59954
H  -11.34510  -0.97525  8.05005
O  -13.90584  -2.75614  7.53544
H  -14.66338  -3.09049  8.01562
H  -13.15062  -3.13870  7.98212
C  -10.79879  -4.81457  3.22903
C  -9.96570  -3.49716  3.51784
O  -10.70956  -2.39561  2.92637
H  -10.83158  -4.87144  2.14100
H  -11.82955  -4.68381  3.55845
H  -10.34875  -5.70198  3.67409
H  -8.95867  -3.59443  3.11222
H  -9.79737  -3.33532  4.58253
H  -11.31252  -2.14824  3.63124

gap between HOMO and LUMO	7.2	eV
lowest unoccupied orbital energy	-0.0206	Eh
energy relative to the best compared isomer or geometry (same formula, charge and spin)	329.03	kcal/mol



(2)
Computed, not measured: a cluster of 17 separate species, C2H32F6NO20S2 in total, with ωB97M-V with the def2-TZVPD basis set.

Positions of all 63 atoms, in Å:
C  2.20793  1.18314  -2.13062
F  1.33225  2.15695  -2.14124
F  1.76179  0.10343  -2.88554
F  3.43581  1.46498  -2.53276
S  2.45406  0.54139  -0.30002
O  2.96341  -0.81472  -0.52095
O  3.37103  1.48581  0.33016
N  0.79903  0.71507  0.25020
S  0.39675  -0.79634  0.34512
O  0.44707  -1.51105  -0.89464
O  1.05376  -1.39815  1.50159
C  -1.52595  -0.70984  0.85084
F  -1.99838  -1.96386  1.22063
F  -1.68337  0.03018  1.95075
F  -2.23308  -0.18302  -0.20681
O  -0.96615  -4.00943  2.46929
H  -0.75384  -3.53620  1.66480
H  -0.12265  -4.32942  2.78921
O  -3.58238  2.67486  1.25694
H  -3.41061  3.40948  1.84605
H  -2.80486  2.12142  1.33042
O  3.96556  3.50508  2.74153
H  4.30851  4.35714  2.47208
H  3.93570  2.99211  1.93394
O  1.03427  -2.01285  4.25802
H  1.78341  -1.43871  4.41736
H  1.01055  -2.11805  3.30691
O  5.49501  -1.70953  -0.71643
H  5.62593  -1.66392  -1.66354
H  4.62825  -1.32867  -0.57536
O  3.01893  4.46014  0.17517
H  3.51740  3.71019  -0.14937
H  2.92383  5.03265  -0.58603
O  -3.49288  -3.46720  3.97871
H  -2.63164  -3.65081  3.60349
H  -3.80361  -4.31620  4.29316
O  1.45458  1.87487  2.66931
H  1.67632  2.78485  2.47183
H  1.22055  1.49562  1.82217
O  -2.27042  -2.24705  -2.88349
H  -2.73919  -1.96385  -3.66853
H  -2.91856  -2.18588  -2.18178
O  -0.74638  2.82102  -0.66367
H  -1.08703  2.51089  -1.50273
H  -0.18438  2.11017  -0.35532
O  -4.17346  1.15980  -1.59115
H  -3.78207  0.91898  -0.75148
H  -5.01842  0.71013  -1.59983
O  -0.39409  -4.22075  -0.58912
H  -0.45448  -3.64880  -1.35427
H  -1.18235  -4.76214  -0.63137
O  1.92306  5.28866  -2.75217
H  1.09050  4.92103  -3.04868
H  1.69116  5.83017  -1.99770
O  -1.93067  1.98602  -2.80432
H  -1.82330  1.52541  -3.63650
H  -2.69553  1.57628  -2.40017
O  0.57815  -2.20367  -3.48079
H  1.10138  -1.44366  -3.22615
H  -0.32200  -1.95762  -3.26769
O  -3.91439  -3.93936  0.86701
H  -3.16731  -3.53722  1.31016
H  -4.39233  -4.38995  1.56326

gap between HOMO and LUMO (alpha / beta)	9.9 / 4.6	eV
lowest unoccupied orbital energy (alpha / beta)	-0.0480 / -0.2449	Eh
2S+1	2
<S²>	0.761



(3)
Computed, not measured: a structure of composition C2H33HfO15, with ωB97M-V with the def2-TZVPD basis set.

Positions of all 51 atoms, in Å:
Hf  0.54972  -2.84604  -3.68070
C  -0.06120  -0.57520  0.46490
C  0.87289  -1.49215  -0.28391
O  0.34622  -2.02743  -1.47058
H  -1.07600  -0.93167  0.64518
H  -0.15013  0.42399  0.03557
H  0.36349  -0.38558  1.45300
H  1.13118  -2.33520  0.36591
H  1.81797  -0.97169  -0.48024
O  -3.63038  -0.62441  0.86810
H  -3.96874  -1.49189  0.62884
H  -3.51509  -0.66775  1.82678
O  -2.27926  -3.17701  -0.69609
H  -2.13845  -3.69057  -1.49454
H  -1.45046  -2.70924  -0.55633
O  1.42856  -4.45611  -2.08194
H  1.58700  -5.40307  -2.24736
H  1.04746  -4.42100  -1.18797
O  -3.20431  -1.15403  3.73155
H  -2.69409  -1.96911  3.71168
H  -3.80253  -1.26062  4.48111
O  2.11153  2.53400  -0.14678
H  2.99450  2.31900  0.17440
H  1.75543  3.17948  0.48411
O  1.36084  1.65969  4.98305
H  1.06696  0.76559  5.18227
H  1.32180  1.72156  4.02473
O  -1.99312  1.39835  3.18101
H  -2.62268  0.71866  3.45941
H  -1.69718  1.80788  4.00193
O  2.85556  1.03072  -2.41019
H  2.61302  1.63417  -1.68796
H  3.58757  0.49207  -2.04975
O  1.09571  -0.46562  -3.65824
H  1.83187  0.03107  -3.18928
H  0.40659  0.19917  -3.79995
O  -1.41546  -1.40708  -3.80094
H  -1.73173  -0.88132  -3.04298
H  -1.76925  -0.95347  -4.58542
O  0.17257  4.21943  1.09140
H  -0.45549  4.94826  1.11050
H  -0.38230  3.42565  1.05933
O  -1.93972  2.45142  0.61420
H  -2.85000  2.35612  0.31054
H  -1.88447  1.87600  1.39709
O  -0.51543  2.58142  -1.66331
H  0.32965  2.51194  -1.20390
H  -1.17719  2.68304  -0.94900
O  5.10116  0.07835  -1.17472
H  5.88128  -0.44554  -1.39100
H  4.77414  -0.30422  -0.35353

gap between HOMO and LUMO	1.8	eV
lowest unoccupied orbital energy	-0.5602	Eh
energy relative to the best compared isomer or geometry (same formula, charge and spin)	0.00	kcal/mol
total charge	+3



(4)
Computed, not measured: a cluster of 14 separate species, C2H34N2O13 in total, with ωB97M-V with the def2-TZVPD basis set.

Positions of all 51 atoms, in Å:
N  -3.28044  1.52519  -2.06066
C  -2.70023  0.84032  -3.21251
C  -1.26910  0.24188  -3.03999
N  -1.47283  -0.75324  -2.01200
H  -3.33916  0.99516  -1.20970
H  -4.23338  1.85669  -2.13292
H  -2.77744  1.56588  -4.06408
H  -3.17464  -0.07473  -3.54864
H  -1.02226  -0.37975  -3.92597
H  -0.46358  0.91477  -2.80053
H  -0.57448  -1.25825  -1.92315
H  -1.56229  -0.51466  -1.03672
H  -1.54466  2.82657  -2.26170
H  -1.08811  4.17561  -2.66317
O  -0.77526  3.41843  -2.15572
H  1.44405  3.37622  -0.88611
H  2.83213  2.67160  -1.14198
O  1.96306  2.57700  -0.75074
H  -0.77312  -1.81274  3.70845
H  -0.32602  -3.14768  3.23651
O  -1.11635  -2.69264  3.54078
H  3.94770  0.10648  0.12038
H  4.68814  -1.03092  -0.43383
O  4.83443  -0.28120  0.15486
H  -1.24141  0.50253  1.49335
H  -1.55733  -1.00850  1.22513
O  -1.01986  -0.25980  0.93847
H  -2.86435  -3.02652  -1.42539
H  -2.69450  -2.04667  -2.50571
O  -3.14131  -2.91068  -2.33993
H  2.24078  1.87649  3.80024
H  1.89492  0.71577  2.97149
O  1.53229  1.22561  3.71110
H  2.51456  -4.27461  0.81244
H  2.73401  -2.73089  1.13512
O  2.79704  -3.41973  0.46286
H  -1.77226  2.48401  1.95966
H  -3.25294  2.36133  1.58510
O  -2.52169  1.84285  1.93222
H  1.72298  -1.24092  3.55174
H  0.94404  -1.19049  2.34197
O  1.29768  -1.86278  2.94360
H  0.21388  2.15358  2.14279
H  0.96591  2.09532  0.82388
O  0.39304  2.65092  1.33924
H  0.76249  -2.52420  -2.02354
H  2.14216  -2.51756  -1.26958
O  1.44907  -1.95707  -1.65849
H  1.15867  0.40519  -0.02576
H  1.31218  -0.79533  0.95526
O  1.77567  -0.06479  0.54370

gap between HOMO and LUMO	9.5	eV
lowest unoccupied orbital energy	-0.0005	Eh
energy relative to the best compared isomer or geometry (same formula, charge and spin)	0.00	kcal/mol



(5)
Computed, not measured: a cluster of 15 separate species, C2H34N2O15 in total, with ωB97M-V with the def2-TZVPD basis set.

Positions of all 53 atoms, in Å:
C  0.34522  -3.57501  2.50335
N  0.02502  -2.38201  1.75963
C  -1.22697  -1.71081  1.82928
N  -1.54333  -0.95719  0.67400
O  -1.94518  -1.96670  2.77169
H  -0.32926  -3.45281  3.43867
H  1.22383  -3.43303  3.12814
H  0.26789  -4.44653  1.86894
H  0.72235  -2.00376  1.06452
H  -0.72909  -0.87546  -0.00235
H  -2.49872  -0.70719  0.42389
H  1.81713  1.92261  3.40819
H  2.71354  1.38238  4.46471
O  2.71055  1.92300  3.70521
H  0.11756  1.09021  0.93187
H  0.85308  2.33524  1.61395
O  0.22123  1.63117  1.72207
H  2.23827  4.70450  0.11340
H  2.66061  3.14857  0.16464
O  1.90751  3.79407  0.19206
H  0.82445  0.46199  -4.48837
H  -0.74288  0.53186  -4.13059
O  -0.06905  0.45965  -4.82336
H  -0.35906  3.14259  -1.71651
H  1.12787  2.87540  -1.60807
O  0.31540  2.65245  -1.17672
H  2.73899  0.94212  1.12794
H  3.67943  0.42535  0.08793
O  2.97016  1.11700  0.13752
H  -2.28685  2.12742  -4.23300
H  -2.97653  1.30042  -3.07428
O  -2.10987  1.64662  -3.41465
H  -1.81441  1.94789  4.42703
H  -2.85590  1.35627  3.56633
O  -2.69286  2.13382  4.11804
H  0.05586  -1.09099  4.43297
H  0.15640  0.07738  3.48426
O  0.44084  -0.21825  4.42529
H  -2.95706  -1.71031  -3.63439
H  -1.43736  -1.35870  -4.03780
O  -2.12599  -1.31099  -3.38405
H  0.80049  -2.91518  -3.06126
H  1.23759  -2.50948  -4.39562
O  0.63991  -3.13677  -3.96323
H  1.79833  0.53907  -0.74117
H  0.26446  0.33081  -1.17914
O  1.07469  -0.14986  -1.04017
H  -4.82776  -0.81801  -1.15779
H  -4.44164  -1.36094  0.27425
O  -4.27338  -0.68292  -0.39876
H  2.26873  -1.60985  -1.77561
H  3.01375  -0.31339  -2.13327
O  3.01204  -1.30373  -2.28962

gap between HOMO and LUMO	9.2	eV
lowest unoccupied orbital energy	-0.0094	Eh
energy relative to the best compared isomer or geometry (same formula, charge and spin)	120.87	kcal/mol



(6)
Computed, not measured: a structure of composition C2H36CdF6NO22S2, with ωB97M-V with the def2-TZVPD basis set.

Positions of all 70 atoms, in Å:
Cd  -1.57929  4.20305  -3.18727
C  -1.27554  -0.22397  0.72186
F  -1.37552  -0.80984  -0.44457
F  -2.45140  -0.05922  1.25334
F  -0.49081  -0.90585  1.54985
S  -0.52662  1.56562  0.56530
O  -1.62743  2.46655  0.89437
O  0.45293  1.64567  1.65283
N  0.11040  1.70718  -1.08516
S  1.57080  1.03147  -0.92352
O  2.57537  2.04318  -0.55857
O  1.58318  -0.23719  -0.18557
C  2.00419  0.54368  -2.76436
F  1.15564  -0.28908  -3.29891
F  1.98638  1.60733  -3.53072
F  3.22840  -0.09552  -2.69174
O  8.18673  2.47662  -0.14798
H  8.66988  2.76827  0.62516
H  8.71924  1.76884  -0.51090
O  1.42776  -4.66916  4.57498
H  2.37112  -4.82773  4.60917
H  1.24130  -4.52997  3.64650
O  0.30069  3.17507  7.78167
H  0.88415  3.68991  7.22422
H  0.66643  3.26698  8.66145
O  -7.34152  1.98334  2.84159
H  -6.67964  1.81809  3.51303
H  -7.86063  1.17961  2.81339
O  -7.70762  -2.44899  0.36945
H  -8.59377  -2.15249  0.16197
H  -7.19403  -2.23356  -0.40905
O  7.21870  5.61627  -3.69760
H  6.51793  5.43389  -3.07158
H  7.81500  4.87220  -3.61384
O  7.94346  -2.60929  -5.00365
H  7.58770  -3.26775  -5.60037
H  7.38929  -1.84028  -5.13686
O  5.43851  -1.27574  -8.40047
H  5.43788  -0.35200  -8.65134
H  4.54951  -1.43953  -8.08570
O  -4.56270  -3.84266  6.53561
H  -4.12826  -3.15674  6.02864
H  -5.33667  -4.06864  6.01972
O  1.74926  -0.89342  6.06904
H  1.26911  -1.71775  5.99053
H  1.29835  -0.29534  5.47305
O  -0.52035  -6.30052  0.49098
H  -0.62526  -7.06494  1.05745
H  -1.41499  -6.01915  0.29945
O  -2.10314  -3.11308  -4.85380
H  -1.54028  -3.50849  -5.51941
H  -2.09581  -3.73967  -4.13023
O  -1.08406  6.61948  -0.83541
H  -1.73785  7.12700  -0.35455
H  -0.29541  6.67115  -0.29540
O  -2.20816  1.67741  -5.27578
H  -1.80787  0.87019  -4.95263
H  -2.91102  1.38178  -5.85441
O  -4.55611  -5.48426  -1.20989
H  -5.05898  -5.72649  -1.98749
H  -5.20110  -5.09719  -0.61794
O  -3.49182  4.65634  5.71718
H  -2.80287  3.99434  5.77492
H  -3.09598  5.37191  5.21967
O  5.76951  1.32941  3.60576
H  4.90256  1.20937  3.21819
H  6.28767  1.73853  2.91267
O  -5.89688  -0.91019  -3.38361
H  -4.94850  -1.03959  -3.37649
H  -6.18111  -1.26442  -4.22621

gap between HOMO and LUMO	2.3	eV
lowest unoccupied orbital energy	-0.3715	Eh
energy relative to the best compared isomer or geometry (same formula, charge and spin)	250.69	kcal/mol
total charge	+1



Number 1: largest force on an atom 6.71 eV/A. Number 2: largest force on an atom 5.89 eV/A. Number 3: largest force on an atom 10.60 eV/A. Number 4: largest force on an atom 2.95 eV/A. Number 5: largest force on an atom 3.80 eV/A. Number 6: largest force on an atom 4.97 eV/A.